Entry 1:
A cluster of 2 separate species, C4H9N2 in total, computed with ωB97M-V/def2-TZVPD.

The energy above the lowest of the compared OMol25 structures with the same formula, charge and spin is 597.8 kJ/mol. As for the molar mass: 85.13 u. For the HOMO-LUMO gap, the calculation gives 7.14 eV. The total charge is +1.

Each line ends with the Mulliken charge.
Element x y z (Å)
1 C 3.33 0.21 0.02  -0.17
2 C -1.58 1.28 -0.06  -0.90
3 C -2.00 -0.05 -0.06  0.39
4 C -1.13 -1.17 0.12  -0.85
5 N 2.06 -0.22 0.51  -0.16
6 N 2.37 -0.79 -0.53  -0.21
7 H 3.43 1.23 -0.21  0.28
8 H 4.14 -0.31 0.46  0.22
9 H -2.16 2.18 0.43  0.39
10 H -0.61 1.39 0.20  0.32
11 H -1.83 1.51 -1.08  0.33
12 H -3.13 -0.30 -0.25  0.33
13 H -1.56 -1.92 0.81  0.39
14 H -0.06 -1.21 0.46  0.28
15 H -1.27 -1.81 -0.82  0.35

---

Entry 2:
A structure of composition C38H35Cl2N8O4Sc, computed with ωB97M-V/def2-TZVPD.

The energy above the lowest of the compared OMol25 structures with the same formula, charge and spin is 455.9 kJ/mol. As for the molar mass: 783.61 u. For the HOMO-LUMO gap, the calculation gives 6.46 eV.

Each line ends with the Mulliken charge.
Element x y z (Å)
1 Sc -0.87 -0.86 1.22  -1.11
2 C 1.82 1.24 1.59  -1.78
3 N -1.10 0.94 2.28  -0.12
4 C -0.41 0.83 3.57  -0.33
5 C -0.66 -0.56 4.04  0.02
6 N -0.52 -1.71 3.33  0.25
7 C -1.15 -2.63 4.18  0.27
8 C -1.46 -3.96 3.94  -0.37
9 C -1.85 -4.76 5.00  -0.84
10 C -1.91 -4.25 6.30  -0.41
11 C -1.61 -2.92 6.56  -1.08
12 C -1.26 -2.13 5.48  0.67
13 N -0.87 -0.82 5.35  0.00
14 C 1.76 -1.10 0.65  0.44
15 N 1.29 -2.32 0.49  -0.32
16 C 2.37 -2.91 -0.18  0.52
17 C 2.48 -4.21 -0.67  -0.77
18 C 3.69 -4.63 -1.17  -0.66
19 C 4.80 -3.78 -1.24  -0.43
20 C 4.70 -2.46 -0.81  -1.11
21 C 3.47 -2.06 -0.32  0.40
22 N 3.01 -0.87 0.22  0.44
23 H 2.14 1.55 0.58  0.45
24 H 2.69 0.86 2.16  0.42
25 H -0.55 1.56 1.68  -0.14
26 H 0.65 1.02 3.76  0.36
27 H -0.96 1.58 4.15  0.45
28 H -1.40 -4.36 2.93  0.39
29 H -2.10 -5.80 4.83  0.42
30 H -2.20 -4.90 7.12  0.40
31 H -1.64 -2.52 7.57  0.41
32 H -0.78 -0.13 6.08  0.24
33 H 1.63 -4.88 -0.62  0.43
34 H 3.79 -5.65 -1.53  0.40
35 H 5.74 -4.14 -1.63  0.40
36 H 5.54 -1.78 -0.85  0.44
37 H 3.52 -0.02 0.42  0.27
38 C -4.93 -2.61 2.27  -1.39
39 C -3.96 -1.69 1.57  0.51
40 O -2.76 -1.75 1.84  -0.06
41 N -4.45 -0.85 0.65  -0.02
42 C -3.57 -0.02 -0.17  -1.10
43 C -2.81 -0.82 -1.20  0.85
44 C -3.19 -0.82 -2.53  -0.49
45 C -2.51 -1.61 -3.44  -0.57
46 C -1.47 -2.40 -2.99  -0.80
47 C -1.16 -2.37 -1.64  -0.52
48 N -1.80 -1.61 -0.76  0.37
49 H -4.63 -2.70 3.31  0.30
50 H -4.87 -3.59 1.81  0.29
51 H -5.95 -2.25 2.21  0.40
52 H -5.38 -1.04 0.31  0.30
53 H -2.89 0.53 0.51  0.07
54 H -4.18 0.73 -0.66  0.74
55 H -4.00 -0.18 -2.85  0.45
56 H -2.78 -1.59 -4.49  0.42
57 H -0.91 -3.03 -3.66  0.47
58 H -0.35 -2.97 -1.24  0.52
59 O 1.08 -0.13 1.26  0.76
60 Cl 2.49 1.62 -2.95  0.00
61 C 2.29 2.71 -4.29  0.91
62 C 3.10 2.54 -5.40  -0.73
63 C 2.93 3.36 -6.50  -0.36
64 C 1.95 4.34 -6.49  -0.57
65 C 1.15 4.50 -5.37  0.58
66 Cl -0.06 5.74 -5.39  -0.21
67 C 1.31 3.71 -4.23  -1.31
68 N 0.44 3.86 -3.13  0.06
69 C 0.99 4.16 -1.87  0.81
70 C 2.18 4.87 -1.78  -0.42
71 C 2.72 5.22 -0.55  -0.79
72 C 2.05 4.88 0.61  -0.79
73 C 0.85 4.19 0.52  -0.55
74 C 0.29 3.83 -0.70  0.87
75 C -1.04 3.11 -0.70  -2.01
76 C -0.97 1.66 -1.20  0.58
77 O -1.04 1.44 -2.42  -0.79
78 O -0.84 0.76 -0.32  0.16
79 H 3.85 1.76 -5.40  0.43
80 H 3.56 3.23 -7.37  0.36
81 H 1.79 4.98 -7.35  0.42
82 H -0.25 3.11 -3.10  0.40
83 H 2.70 5.16 -2.70  0.46
84 H 3.65 5.76 -0.51  0.39
85 H 2.46 5.13 1.58  0.40
86 H 0.33 3.91 1.43  0.16
87 H -1.76 3.65 -1.32  0.58
88 H -1.42 3.10 0.32  0.47

---

Entry 3:
The ion CH3O4S with charge -1, computed with ωB97M-V/def2-TZVPD.

The energy above the lowest of the compared OMol25 structures with the same formula, charge and spin is 170.0 kJ/mol. As for the molar mass: 111.10 u. For the HOMO-LUMO gap, the calculation gives 7.39 eV. The total charge is -1.

Each line ends with the Mulliken charge.
Element x y z (Å)
1 C 0.15 0.33 0.07  0.06
2 O 0.89 -1.96 -0.66  -0.52
3 O 2.37 -0.23 -1.72  -0.60
4 O -1.10 0.89 -0.40  -0.43
5 O 0.15 -0.52 1.04  -0.76
6 S 0.97 -0.65 -1.55  0.42
7 H 0.85 1.35 0.15  0.17
8 H -1.57 0.14 -0.27  0.26
9 H 0.39 -1.80 0.28  0.40

---

Entry 4:
The molecule C23H28N4O5, computed with ωB97M-V/def2-TZVPD.

The energy above the lowest of the compared OMol25 structures with the same formula, charge and spin is 37.8 kJ/mol. As for the molar mass: 440.50 u. Its structure (SMILES) is COc1ccc2[nH]c3c(c2c1)CCN1C(=O)N([C@@H](C)C(=O)NC[C@@H]2CCCO2)C(=O)[C@]31C. For the HOMO-LUMO gap, the calculation gives 8.36 eV.

Each line ends with the Mulliken charge.
Element x y z (Å)
1 C 3.28 -6.14 -1.43  -0.89
2 O 1.97 -5.74 -1.12  -0.45
3 C 1.77 -4.53 -0.51  0.71
4 C 2.81 -3.66 -0.15  -0.32
5 C 2.54 -2.45 0.47  -1.25
6 C 1.22 -2.12 0.72  -0.88
7 N 0.68 -1.02 1.33  0.04
8 C -0.68 -1.16 1.32  -0.59
9 C -1.05 -2.34 0.74  0.19
10 C 0.16 -2.99 0.36  0.53
11 C 0.45 -4.20 -0.26  -0.39
12 C -2.47 -2.74 0.54  -0.63
13 C -3.38 -1.87 1.43  -1.14
14 N -2.97 -0.49 1.39  0.11
15 C -3.40 0.37 0.43  0.57
16 O -4.42 0.33 -0.21  -0.69
17 N -2.47 1.43 0.37  0.27
18 C -2.48 2.41 -0.69  0.31
19 C -2.52 3.83 -0.12  -1.87
20 C -1.27 2.06 -1.59  0.17
21 O -1.05 0.90 -1.86  -0.66
22 N -0.54 3.09 -2.05  -0.09
23 C 0.66 2.89 -2.83  -1.10
24 C 1.93 3.12 -1.98  0.05
25 C 2.16 2.03 -0.93  0.47
26 C 2.75 2.82 0.23  -0.74
27 C 1.98 4.13 0.11  -0.03
28 O 1.82 4.36 -1.28  -0.53
29 C -1.38 1.18 1.14  -0.19
30 O -0.38 1.87 1.23  -0.61
31 C -1.64 -0.14 1.85  2.26
32 C -1.57 0.02 3.37  -1.92
33 H 3.90 -6.24 -0.53  0.34
34 H 3.19 -7.11 -1.91  0.24
35 H 3.76 -5.44 -2.12  0.35
36 H 3.83 -3.92 -0.35  0.41
37 H 3.35 -1.79 0.75  0.41
38 H 1.16 -0.17 1.58  0.27
39 H -0.33 -4.88 -0.55  0.50
40 H -2.62 -3.80 0.78  0.52
41 H -2.74 -2.59 -0.51  0.30
42 H -4.42 -1.91 1.08  0.48
43 H -3.34 -2.21 2.47  0.34
44 H -3.39 2.21 -1.27  0.48
45 H -3.37 3.91 0.54  0.42
46 H -2.64 4.56 -0.92  0.48
47 H -1.62 4.04 0.44  0.34
48 H -0.64 4.01 -1.65  0.29
49 H 0.65 3.60 -3.66  0.44
50 H 0.65 1.87 -3.21  0.40
51 H 2.79 3.20 -2.67  0.37
52 H 2.82 1.25 -1.30  0.40
53 H 1.21 1.59 -0.63  -0.64
54 H 2.59 2.35 1.20  0.35
55 H 3.82 2.99 0.08  0.35
56 H 2.50 4.99 0.53  0.38
57 H 1.00 4.02 0.59  -0.11
58 H -0.62 0.48 3.64  0.30
59 H -1.64 -0.95 3.86  0.42
60 H -2.38 0.66 3.72  0.43

---

Entry 5:
A cluster of 3 separate species, C3H13N2O3 in total, computed with ωB97M-V/def2-TZVPD.

The energy above the lowest of the compared OMol25 structures with the same formula, charge and spin is 79.0 kJ/mol. As for the molar mass: 125.15 u. For the HOMO-LUMO gap, the calculation gives 11.30 eV. The total charge is +1.

Each line ends with the Mulliken charge.
Element x y z (Å)
1 N -1.17 -1.23 -0.66  -0.24
2 C -0.09 -0.19 -0.56  0.38
3 C 1.22 -0.84 -0.29  -1.62
4 C -0.28 0.59 -1.88  0.37
5 N 0.65 1.54 -2.13  -0.32
6 O -1.32 0.49 -2.51  -0.61
7 H -1.07 -1.69 -1.56  0.38
8 H -2.10 -0.80 -0.75  0.37
9 H -1.20 -1.90 0.11  0.35
10 H -0.34 0.62 0.12  0.17
11 H 2.03 -0.14 -0.08  0.44
12 H 1.55 -1.59 -1.00  0.38
13 H 1.21 -1.33 0.68  0.40
14 H 0.56 2.19 -2.89  0.28
15 H 1.58 1.44 -1.77  0.21
16 H 0.69 0.44 3.56  0.32
17 H 1.90 1.26 3.11  0.30
18 O 1.19 0.70 2.77  -0.61
19 H -0.96 0.25 2.20  0.32
20 H -2.26 0.42 1.50  0.36
21 O -1.79 -0.23 2.04  -0.62

---

Entry 6:
A structure of composition C21H24F2I3MgN3O16PSV, computed with ωB97M-V/def2-TZVPD.

As for the molar mass: 1131.43 u. For the HOMO-LUMO gap, the calculation gives 1.10 eV.

Each line ends with the Mulliken charge.
Element x y z (Å)
1 C -0.86 5.25 4.61  -0.98
2 C -0.80 3.96 3.60  0.29
3 I 1.03 3.77 2.35  0.17
4 C -1.87 2.89 3.49  -1.03
5 I -3.70 3.01 4.68  0.41
6 C -1.51 1.67 2.41  0.74
7 C -1.85 1.91 0.82  -0.70
8 I -2.76 3.85 0.19  0.07
9 C -1.51 0.73 -0.31  1.05
10 C -1.87 0.91 -1.91  -0.65
11 O -3.36 0.88 -2.00  0.00
12 N -3.75 1.73 -3.00  0.00
13 O -4.85 2.19 -2.65  -0.26
14 C -0.81 -0.63 0.27  -0.36
15 C -0.44 -0.87 1.88  0.09
16 C -0.80 0.27 3.00  0.44
17 C -0.47 0.01 4.59  -0.70
18 P 1.38 0.20 5.01  0.87
19 O 2.19 0.61 3.70  -0.50
20 O 1.54 1.33 6.34  -0.56
21 O 2.11 -1.32 5.57  -0.05
22 C 0.29 -2.34 1.98  0.14
23 O 0.56 -3.08 3.06  -0.59
24 N 0.52 -2.66 0.53  0.26
25 C 1.87 -3.22 0.13  -0.91
26 C 3.15 -2.25 0.47  -0.10
27 C 4.30 -2.26 -0.75  -0.81
28 C 4.03 -1.14 -1.91  -0.15
29 C 4.50 0.40 -1.47  -0.52
30 N 3.38 0.99 -0.64  -0.36
31 C -0.33 -2.01 -0.54  0.23
32 O -0.65 -2.43 -1.78  -0.58
33 H -1.97 5.56 4.84  0.34
34 H -0.25 4.96 5.59  0.26
35 H -0.23 6.11 4.10  0.31
36 H -1.49 0.02 -2.59  0.31
37 H -1.52 1.95 -2.32  0.41
38 H -1.20 0.70 5.21  0.35
39 H -0.78 -1.10 4.85  0.41
40 H 0.67 1.40 6.85  0.38
41 H 1.96 -1.39 6.56  0.22
42 H 1.91 -3.43 -1.05  0.42
43 H 2.01 -4.26 0.69  0.21
44 H 3.71 -2.76 1.40  0.29
45 H 2.88 -1.17 0.81  0.18
46 H 4.36 -3.32 -1.29  0.29
47 H 5.40 -2.09 -0.32  0.33
48 H 4.75 -1.42 -2.82  0.10
49 H 2.95 -1.15 -2.36  0.18
50 H 5.56 0.44 -0.97  0.33
51 H 4.58 1.06 -2.46  0.19
52 H 2.65 1.39 -1.28  0.21
53 H 3.77 1.70 0.02  0.18
54 Mg 2.68 -2.81 6.97  0.00
55 C -4.75 -1.26 -4.58  -0.04
56 C -4.72 -1.42 -6.06  0.32
57 O -4.76 -2.82 -6.24  -0.30
58 C -5.44 -3.30 -5.16  0.63
59 O -5.91 -4.42 -5.09  -0.54
60 O -5.53 -2.37 -4.16  -0.31
61 F -3.56 -0.96 -6.57  -0.28
62 H -3.76 -1.33 -4.12  0.10
63 H -5.21 -0.32 -4.27  0.11
64 H -5.57 -0.96 -6.58  0.29
65 O 6.69 0.18 -3.69  -0.33
66 S 7.58 -0.87 -4.20  1.31
67 O 7.33 -1.08 -5.64  -0.39
68 O 7.33 -2.13 -3.47  -0.38
69 O 8.99 -0.46 -4.00  -0.39
70 O -8.70 2.77 -3.65  -0.79
71 V -8.50 2.54 -1.92  1.54
72 O -8.29 2.30 -0.19  -0.79
73 F -4.25 3.15 7.40  -0.62

---

Entry 7:
The molecule C2H3F3N2, computed with ωB97M-V/def2-TZVPD.

The energy above the lowest of the compared OMol25 structures with the same formula, charge and spin is 238.8 kJ/mol. As for the molar mass: 112.05 u. Its structure (SMILES) is [H]/N=N/CC(F)(F)F. For the HOMO-LUMO gap, the calculation gives 9.93 eV.

Each line ends with the Mulliken charge.
Element x y z (Å)
1 H -2.16 1.77 0.27  0.26
2 N -1.30 1.38 0.06  -0.48
3 N -1.41 0.17 0.11  -0.04
4 C -0.39 -0.76 -0.12  -0.48
5 C 1.29 -0.10 -0.03  0.79
6 F 1.52 0.77 -0.98  -0.20
7 F 2.02 -1.28 -0.10  -0.25
8 F 1.53 0.43 1.13  -0.23
9 H -0.60 -1.07 -1.14  0.31
10 H -0.51 -1.31 0.80  0.31

---

Entry 8:
A cluster of 2 separate species, C5H11N3O in total, computed with ωB97M-V/def2-TZVPD.

The energy above the lowest of the compared OMol25 structures with the same formula, charge and spin is 344.5 kJ/mol. As for the molar mass: 129.16 u. Its structure (SMILES) is [H]/N=C/C=C.CNC(N)=O. For the HOMO-LUMO gap, the calculation gives 9.73 eV.

Each line ends with the Mulliken charge.
Element x y z (Å)
1 H -0.62 2.25 -1.58  0.25
2 N -0.39 1.72 -0.74  -0.52
3 C 0.65 0.99 -0.82  0.09
4 C 1.89 0.08 -0.30  -0.16
5 C 2.53 0.45 0.81  -0.80
6 H 1.23 1.39 -1.68  0.30
7 H 2.39 -0.49 -1.08  0.37
8 H 3.49 0.08 1.11  0.31
9 H 2.05 1.10 1.53  0.26
10 C -1.64 0.04 1.39  -1.03
11 N -0.48 -0.56 0.75  -0.08
12 C -0.53 -1.41 -0.39  0.27
13 N -1.58 -1.13 -1.24  -0.42
14 O 0.12 -2.44 -0.46  -0.63
15 H -1.97 0.90 0.82  0.33
16 H -1.37 0.37 2.39  0.33
17 H -2.49 -0.65 1.46  0.33
18 H 0.18 -0.94 1.41  0.29
19 H -1.98 -0.20 -1.22  0.27
20 H -1.48 -1.52 -2.16  0.25

---

Summary of strongest force on any atom in eV/A
3.7 3.7 5.1 0.6 1.5 8.9 5.8 5.6
(order as listed above)